Here is a 2-piece molecular cluster, C5H6NO overall at a distorted geometry from OMol25. Energies are from ωB97M-V with the def2-TZVPD basis set.

```
13
Properties=species:S:1:pos:R:3:forces:R:3:nbo_charge:R:1
O -2.5153 -3.9884 -1.5564 3.390 2.697 -2.177 0.002
C -0.6651 -1.3124 -0.4363 -1.267 -2.060 -2.840 0.198
H 1.5065 1.1139 -0.0479 -0.079 -0.202 -0.247 0.276
C 0.0094 -0.3137 -1.2692 0.331 1.345 1.295 -0.555
C -0.3533 -1.3188 0.8859 0.011 0.117 1.506 -0.414
H 0.2817 0.3758 2.0825 0.427 0.368 1.421 0.234
H 0.7928 -0.8914 -1.7901 -0.018 0.423 0.001 0.292
N -1.7242 -3.3600 -2.0675 -2.979 -1.711 3.013 0.511
H -0.6888 -2.0246 1.6465 0.098 0.172 -0.336 0.261
C 0.5222 0.6316 -0.0605 0.503 -0.162 -1.914 -0.500
H -0.5944 0.3082 -2.0176 0.700 -1.292 0.993 0.280
C 0.2189 -0.0932 1.1476 -0.591 -0.910 -0.945 0.142
H -0.1944 1.4147 -0.1436 -0.524 1.215 0.229 0.272
```
Forces are in eV/Å.

## Properties
E_LUMO (alpha / beta) (Eh): -0.2402 / -0.2391
E_HOMO (alpha / beta) (eV): -12.778 / -12.794
Relative energy (zero: lowest compared OMol25 entry of this formula, charge and spin) (kcal/mol): 160.6
Spin multiplicity: 1
E (Ha): -323.6140
Charge: +1